[1]
{
  "formula": "C19H30B2F4N8O8SY",
  "method": "ωB97M-V/def2-TZVPD",
  "elements": ["Y", "C", "C", "N", "O", "B", "F", "F", "O", "N", "C", "C", "C", "N", "O", "B", "F", "F", "O", "N", "C", "C", "C", "H", "H", "H", "H", "H", "H", "H", "H", "H", "H", "H", "H", "C", "C", "N", "C", "C", "C", "C", "C", "C", "C", "N", "C", "C", "N", "N", "H", "H", "H", "H", "H", "H", "H", "H", "H", "H", "H", "H", "H", "H", "H", "H", "H", "H", "O", "S", "O", "O", "O"],
  "xyz": [[0.08122, -0.12779, 0.16456], [-2.77285, 3.55128, 1.38533], [-2.10492, 2.39224, 0.71616], [-0.97667, 1.89217, 1.05687], [-0.32079, 2.51147, 2.08220], [0.98280, 3.17280, 1.65423], [1.68453, 3.36079, 2.79297], [0.67928, 4.34547, 0.98344], [1.80400, 2.23916, 0.79170], [1.36093, 1.87988, -0.48573], [2.18602, 2.14783, -1.41931], [3.49105, 2.92918, -1.27278], [1.75432, 1.50649, -2.76315], [0.17913, 1.61429, -2.82841], [-0.25219, 1.92106, -3.89216], [-2.34737, 0.13093, -3.46855], [-2.99524, 0.53487, -4.55013], [-1.34588, -0.74826, -3.60238], [-2.88697, 0.56095, -2.28542], [-2.15267, 0.89578, -1.13105], [-2.78275, 1.82543, -0.48788], [-4.10126, 2.34194, -0.92288], [2.55472, 1.97790, -3.95323], [-2.00724, 4.20862, 1.78515], [-3.40089, 4.13048, 0.70237], [-3.36765, 3.21319, 2.24100], [3.71344, 3.06171, -0.22763], [4.29054, 2.34070, -1.72940], [3.39897, 3.88537, -1.76155], [-4.66447, 1.59380, -1.45951], [-4.71292, 2.72372, -0.09444], [-4.01029, 3.18905, -1.61661], [3.52085, 1.47952, -3.92523], [2.05885, 1.75799, -4.92112], [2.75612, 3.03706, -3.90041], [-1.09079, -1.31329, 3.12080], [-0.06005, -0.26670, 3.45950], [0.98906, -0.14573, 2.43315], [2.07229, -1.13181, 2.49373], [1.69858, -2.42072, 1.85348], [2.36062, -3.58176, 2.18255], [2.08218, -4.72582, 1.44690], [1.17485, -4.67437, 0.39225], [0.54852, -3.48052, 0.13207], [-0.39949, -3.31957, -1.03364], [-1.18405, -2.06679, -0.95351], [-2.47026, -2.20671, -0.24077], [-2.36057, -2.24567, 1.24315], [-1.69325, -1.05065, 1.79607], [0.77148, -2.39725, 0.87848], [-1.82628, -1.38097, 3.95235], [-0.62481, -2.28960, 3.02904], [0.39179, -0.48755, 4.42838], [-0.47257, 0.71779, 3.56316], [1.40212, 0.79790, 2.46420], [2.38971, -1.28662, 3.53741], [2.94183, -0.73125, 1.98780], [3.01889, -3.59244, 3.02477], [2.58056, -5.65910, 1.68180], [0.97997, -5.51847, -0.24521], [-1.05685, -4.18580, -1.13521], [0.17859, -3.29075, -1.94731], [-1.36553, -1.78056, -1.89733], [-3.02711, -3.07454, -0.60497], [-3.04659, -1.32376, -0.53249], [-1.80447, -3.11351, 1.61176], [-3.37987, -2.33484, 1.64096], [-2.31952, -0.25289, 1.89104], [2.57183, -2.09852, -2.37280], [2.78626, -0.80462, -1.81592], [1.70593, 0.07542, -2.70953], [2.20455, -0.72931, -0.45706], [4.03876, -0.10572, -1.95605]],
  "atomic_forces_ev_per_a": [[0.2, -0.2, -0.6], [0.4, 0.3, 0.2], [-0.4, 0.3, 0.0], [-0.1, 0.3, -0.2], [-0.5, -0.3, 0.0], [-0.2, 0.2, -0.9], [0.3, -0.2, 0.5], [-0.1, -0.3, -0.2], [-0.3, -0.1, 0.1], [0.5, 0.3, 0.6], [0.2, 0.1, -0.4], [-0.8, -1.2, -0.2], [0.0, 0.0, 0.3], [0.7, 0.4, -0.6], [0.1, 0.0, 0.4], [0.1, 0.1, -0.8], [0.3, -0.4, 0.4], [-0.4, 0.4, 0.3], [0.3, 0.0, 0.3], [-0.2, 0.3, 0.3], [0.4, -0.9, -0.3], [-0.8, 0.7, 0.1], [-0.5, -0.2, -0.5], [0.1, 0.1, 0.1], [0.2, -0.2, 0.2], [-0.1, 0.0, -0.2], [0.0, 0.1, 0.3], [-0.1, 0.2, -0.1], [0.0, 0.4, -0.2], [-0.1, -0.2, 0.0], [0.3, -0.3, -0.1], [0.3, -0.1, 0.1], [0.0, -0.2, 0.0], [0.2, 0.0, 0.7], [-0.1, 0.4, 0.0], [-0.3, -0.1, 0.2], [0.8, -0.1, 0.3], [0.2, 0.6, -0.5], [-0.2, 0.3, 1.0], [-0.3, -0.5, -0.5], [-0.5, -0.4, -0.3], [0.0, -0.2, -0.2], [0.6, -0.1, 0.3], [-0.4, 0.5, 0.1], [-0.2, 0.2, 0.3], [0.5, -0.2, 0.7], [-0.1, 0.4, -1.1], [-0.3, 0.1, 1.0], [0.3, 0.3, 0.0], [0.3, 0.3, 0.2], [0.2, 0.1, -0.6], [0.1, -0.1, 0.2], [0.0, -0.2, 0.1], [-0.5, 0.5, 0.0], [-0.2, -0.5, 0.2], [-0.1, -0.1, -0.2], [0.1, 0.1, -0.3], [0.5, -0.1, 0.2], [0.0, 0.1, 0.0], [0.0, -0.3, 0.0], [-0.1, -0.1, 0.2], [0.4, 0.1, -0.2], [-0.2, 0.1, -0.4], [0.0, -0.1, 0.1], [-0.1, -0.1, 0.1], [-0.1, 0.1, -0.3], [0.1, -0.1, 0.0], [-0.2, -0.3, -0.1], [0.4, -0.3, -0.1], [0.1, 0.5, -0.8], [0.0, 0.1, 0.3], [0.1, 0.4, 0.3], [-0.7, -0.7, 0.3]],
  "largest_force_ev_per_a": 1.4,
  "total_charge": 1,
  "de_lowest_kcal_mol": 0.00,
  "multiplicity": 1,
  "homo_energy_ha": -0.4446,
  "orbital_gap_ev": 8.40
}

[2]
{
  "formula": "C19H30F9N2O13S2",
  "method": "ωB97M-V/def2-TZVPD",
  "elements": ["C", "C", "O", "C", "N", "C", "C", "O", "S", "O", "O", "N", "S", "O", "O", "C", "C", "O", "H", "H", "H", "H", "H", "H", "H", "H", "H", "H", "H", "H", "H", "H", "H", "C", "C", "O", "C", "O", "C", "F", "F", "F", "H", "H", "H", "H", "H", "C", "C", "O", "C", "O", "C", "F", "F", "F", "H", "H", "H", "H", "H", "C", "C", "O", "C", "O", "C", "F", "F", "F", "H", "H", "H", "H", "H"],
  "xyz": [[-1.58693, -3.78337, 1.86149], [-0.17152, -3.27966, 2.13166], [-0.14242, -2.31300, 3.15255], [0.45027, -2.69450, 0.85857], [1.57168, -1.79905, 1.17099], [1.30496, -0.36871, 0.93700], [1.44571, 0.46710, 2.19502], [0.34550, 0.39897, 3.10893], [-1.03850, 1.04320, 2.64031], [-1.56923, 1.66478, 3.81339], [-0.77362, 1.90126, 1.51265], [-1.82789, -0.30021, 2.22904], [-3.24004, -0.04972, 1.52482], [-3.92356, 1.17182, 1.83917], [-4.02496, -1.25464, 1.68235], [-2.82846, -0.00727, -0.21131], [-2.25019, -1.31973, -0.66064], [-1.65181, -1.44509, -1.72949], [-1.85167, -4.51742, 2.61546], [-2.26940, -2.93811, 1.91500], [-1.60549, -4.24280, 0.87742], [0.44568, -4.12918, 2.43274], [-1.04889, -2.09437, 3.37882], [-0.31402, -2.22470, 0.24086], [0.84368, -3.53661, 0.28838], [2.31001, -2.05666, 0.53615], [2.07167, 0.00674, 0.25758], [0.35832, -0.18686, 0.43794], [1.70537, 1.49629, 1.97186], [2.29004, 0.04462, 2.73129], [-2.09824, 0.77714, -0.38949], [-3.72282, 0.21825, -0.78402], [-2.36980, -2.18387, 0.00902], [0.36407, -1.33798, 6.56110], [1.67935, -2.07082, 6.66548], [1.67448, -3.04598, 7.73813], [1.06343, -4.19004, 7.49733], [0.51921, -4.52916, 6.49192], [1.18775, -5.09845, 8.73361], [0.88199, -4.44416, 9.85827], [2.44362, -5.55167, 8.85158], [0.38065, -6.14706, 8.63459], [0.10128, -0.87903, 7.51596], [0.42812, -0.56366, 5.79725], [-0.44278, -2.01651, 6.28922], [2.47978, -1.37914, 6.91835], [1.94103, -2.55542, 5.72555], [-1.73947, -1.13289, -4.84702], [-2.58396, -0.56547, -5.96569], [-2.10099, 0.72766, -6.39679], [-1.05782, 0.72018, -7.20167], [-0.47933, -0.23135, -7.63312], [-0.69012, 2.16627, -7.57420], [-0.63641, 2.95392, -6.49807], [-1.59949, 2.67570, -8.41527], [0.49275, 2.21521, -8.17760], [-1.68744, -0.43486, -4.01481], [-2.16440, -2.06751, -4.48659], [-0.71987, -1.32489, -5.17971], [-3.59973, -0.39130, -5.61888], [-2.63698, -1.23667, -6.82257], [1.85095, 4.73252, -6.09147], [2.68127, 5.86348, -5.52470], [2.22543, 6.25820, -4.21724], [2.60058, 5.47772, -3.21443], [3.27965, 4.49963, -3.28644], [2.06460, 6.04700, -1.88940], [0.77500, 6.36974, -1.99065], [2.74642, 7.15561, -1.56634], [2.20682, 5.16986, -0.91254], [0.79678, 5.00378, -6.10528], [2.16930, 4.50413, -7.10816], [1.94938, 3.83047, -5.48992], [2.58248, 6.75207, -6.14434], [3.73916, 5.60624, -5.48095]],
  "atomic_forces_ev_per_a": [[0.7, 0.1, 0.3], [-0.2, 0.1, -0.3], [0.2, -0.7, 0.6], [0.3, -0.2, 0.5], [-0.3, 0.1, -0.8], [0.4, -0.1, 0.2], [0.3, -0.5, 0.0], [0.0, 0.4, -0.2], [0.0, -0.1, 0.4], [0.0, -0.1, 0.1], [0.1, 0.0, -0.3], [-0.4, 0.8, -0.1], [-0.5, -0.5, 0.2], [0.2, 0.4, 0.0], [0.2, -0.4, -0.1], [0.3, -0.1, -0.1], [0.7, -0.1, -1.5], [-0.9, 0.2, 1.4], [-0.3, -0.1, 0.1], [-0.3, -0.1, -0.1], [-0.3, -0.2, -0.2], [0.2, 0.0, 0.2], [-0.1, 0.4, -0.1], [0.2, 0.2, 0.1], [-0.1, -0.1, -0.2], [0.2, 0.0, 0.0], [0.1, 0.1, -0.1], [-0.2, -0.1, 0.0], [-0.3, 0.3, -0.1], [0.0, -0.1, 0.3], [0.1, 0.2, 0.0], [-0.3, 0.0, 0.0], [-0.2, 0.2, -0.1], [-0.2, -0.1, 0.2], [0.0, 0.4, -0.4], [0.1, 0.0, 0.2], [0.1, 0.3, -0.1], [-0.1, -0.2, -0.1], [-0.1, 0.0, 0.1], [0.0, 0.1, 0.1], [0.1, 0.0, 0.0], [-0.1, -0.1, 0.0], [0.1, 0.1, 0.0], [0.0, 0.0, 0.0], [0.0, 0.0, -0.1], [0.1, -0.1, 0.2], [-0.1, -0.2, 0.0], [0.3, 0.3, -0.1], [-0.2, -0.5, 0.3], [0.0, 0.1, 0.0], [-0.2, -0.2, 0.1], [0.2, 0.0, -0.1], [0.1, 0.2, 0.0], [-0.1, 0.0, 0.1], [-0.1, 0.0, -0.1], [0.1, -0.1, -0.1], [-0.1, -0.1, 0.1], [-0.1, 0.0, 0.0], [0.0, -0.1, -0.1], [0.0, 0.2, 0.0], [0.1, 0.1, -0.1], [-0.1, 0.0, 0.3], [0.1, -0.1, -0.5], [-0.1, 0.1, 0.0], [0.0, 0.1, -0.2], [0.1, -0.1, 0.1], [-0.1, -0.1, 0.1], [-0.1, 0.0, 0.0], [0.1, 0.1, 0.0], [0.1, -0.1, 0.1], [0.0, 0.1, -0.1], [0.0, 0.0, 0.0], [0.1, 0.0, 0.0], [-0.1, 0.1, 0.1], [0.0, -0.1, 0.2]],
  "largest_force_ev_per_a": 1.7,
  "total_charge": -1,
  "multiplicity": 1,
  "homo_energy_ha": -0.2320,
  "orbital_gap_ev": 8.38
}

[3]
{
  "formula": "C19H30MnN",
  "method": "ωB97M-V/def2-TZVPD",
  "elements": ["C", "H", "H", "H", "C", "H", "H", "C", "H", "H", "H", "C", "C", "C", "C", "C", "C", "C", "C", "C", "C", "Mn", "H", "H", "H", "H", "H", "H", "H", "H", "H", "H", "H", "H", "H", "H", "H", "C", "C", "C", "C", "N", "C", "C", "H", "H", "H", "H", "H", "H", "H"],
  "xyz": [[-1.82127, -2.53968, 0.78050], [-2.75444, -1.93659, 0.70587], [-1.89785, -3.51110, 0.27158], [-0.38649, 0.67446, 0.51810], [-1.28887, -2.59383, 2.23369], [-0.21371, -2.82957, 2.22762], [-1.37129, -1.60948, 2.75031], [-2.06024, -3.66359, 2.99420], [-1.55152, -3.96752, 3.90035], [-3.03088, -3.24358, 3.23826], [-2.20708, -4.54610, 2.37226], [1.32157, 0.20887, -1.30639], [1.66872, -0.93067, -0.52728], [0.75035, -1.99090, -0.84592], [-0.24256, -1.44202, -1.76800], [0.10856, -0.06333, -1.99599], [-0.44195, 0.77345, -3.09423], [-1.21691, -2.23996, -2.56759], [0.94685, -3.43846, -0.53782], [2.98497, -1.13260, 0.13187], [2.20119, 1.38220, -1.55741], [-0.84063, -0.98961, 0.28574], [-2.01486, -1.59351, -2.95461], [-0.71870, -2.73024, -3.42175], [-1.66174, -3.01805, -1.93545], [-1.44164, 0.41697, -3.36886], [-0.53849, 1.82083, -2.78092], [0.17210, 0.76434, -4.01503], [2.89255, 1.55613, -0.72622], [2.81308, 1.25848, -2.46692], [1.62002, 2.30269, -1.68996], [2.92730, -1.97381, 0.83218], [3.81296, -1.35337, -0.56922], [3.27394, -0.24493, 0.70751], [-0.02287, -3.93201, -0.40842], [1.47456, -3.93596, -1.36688], [1.53471, -3.56372, 0.38103], [-0.10295, 5.74668, 1.61053], [-0.09653, 4.32421, 1.17807], [-1.10472, 3.91856, 0.29786], [-1.27183, 2.55486, 0.06403], [-0.46293, 1.70695, 0.74984], [0.63360, 2.11295, 1.43860], [0.79714, 3.42971, 1.72494], [0.03016, 6.37822, 0.70573], [-1.07637, 5.96705, 2.11047], [0.73984, 5.85098, 2.32684], [-1.73617, 4.65016, -0.15584], [-1.92454, 2.15816, -0.70014], [1.20803, 1.28667, 1.83944], [1.58785, 3.77063, 2.38343]],
  "atomic_forces_ev_per_a": [[-0.5, 0.0, 0.6], [-0.2, -0.6, 0.1], [0.0, 0.6, 0.2], [0.2, 3.0, -0.2], [0.5, 0.1, -0.7], [-0.1, -0.1, -0.1], [-0.2, -0.3, -0.2], [-0.3, 0.1, 0.2], [0.0, 0.1, 0.2], [-0.2, -0.3, 0.2], [0.1, 0.0, 0.0], [-0.4, -0.7, 0.1], [-0.3, -0.6, -0.8], [0.3, 0.5, 0.4], [0.1, 0.9, -0.1], [0.3, -1.1, -0.1], [-0.7, 0.5, -0.2], [-0.2, -0.2, -0.1], [0.0, -0.3, 0.0], [0.4, -0.1, 0.8], [0.0, 0.6, 0.5], [1.1, -1.0, -1.2], [0.2, -0.3, 0.0], [-0.2, 0.2, 0.3], [0.0, 0.1, -0.4], [0.2, 0.2, -0.1], [0.0, -0.1, -0.2], [-0.1, -0.1, 0.5], [0.0, -0.1, -0.2], [-0.3, -0.1, 0.3], [0.1, -0.1, -0.1], [0.2, 0.2, -0.1], [-0.5, 0.1, 0.1], [0.1, -0.2, -0.1], [0.5, -0.1, -0.1], [-0.1, 0.1, 0.3], [-0.2, -0.1, -0.3], [0.6, 0.1, 0.2], [-1.3, 1.1, 0.2], [0.3, -2.0, 0.1], [0.6, 1.1, 0.1], [0.8, -0.7, -0.7], [-0.8, -0.8, 0.7], [0.6, -0.3, 0.1], [-0.1, 0.0, 0.8], [0.8, 0.0, -0.4], [-0.7, 0.6, -0.5], [-0.4, 0.2, -0.3], [-0.3, -0.2, 0.3], [0.3, 0.3, 0.0], [0.0, -0.1, -0.1]],
  "s_squared": 6.25,
  "largest_force_ev_per_a": 3.0,
  "total_charge": 2,
  "de_lowest_kcal_mol": 0.00,
  "multiplicity": 5,
  "homo_energy_ha": [-0.5264, -0.5473],
  "orbital_gap_ev": [6.31, 7.28]
}

[4]
{
  "formula": "C19H30N2O4",
  "method": "ωB97M-V/def2-TZVPD",
  "elements": ["O", "O", "O", "O", "C", "C", "C", "C", "C", "C", "C", "C", "C", "C", "N", "N", "C", "C", "C", "C", "C", "C", "C", "C", "C", "H", "H", "H", "H", "H", "H", "H", "H", "H", "H", "H", "H", "H", "H", "H", "H", "H", "H", "H", "H", "H", "H", "H", "H", "H", "H", "H", "H", "H", "H"],
  "xyz": [[2.33226, -3.31800, -3.86345], [-2.14165, -2.71099, -4.39891], [-1.04571, 6.46488, 0.34174], [-1.26060, 3.87439, 1.13690], [1.30842, -3.72049, -3.33612], [-1.97851, -3.49544, -3.47284], [3.27239, 4.14590, 3.15498], [3.18602, 2.98703, 3.90534], [1.15668, 6.62822, 1.25823], [2.22670, 6.04914, 1.94966], [0.99468, 3.98245, 2.10832], [0.00345, 5.88694, 1.00235], [-0.09432, 4.55268, 1.42547], [2.15218, 4.72215, 2.39564], [-2.72473, -4.60409, -3.42354], [0.35152, -2.86619, -2.97782], [-1.56860, 2.72158, 1.93370], [1.13443, -5.20364, -3.07509], [4.34701, 2.44158, 4.68723], [-2.72452, -5.65201, -2.40239], [-0.68016, -0.41778, 0.41759], [-2.82120, -2.26049, -0.88710], [-0.40683, -1.71208, -0.35370], [-1.42463, -1.99375, -1.48565], [-0.95311, -3.17740, -2.36579], [-1.74206, 5.79245, 0.24089], [4.21499, 4.68611, 3.15117], [2.25441, 2.43698, 3.97266], [1.21061, 7.65833, 0.92048], [3.11313, 6.64311, 2.15008], [0.94836, 2.94616, 2.40877], [-3.36054, -4.70645, -4.20082], [0.51559, -1.91026, -3.25475], [-0.86319, 1.91216, 1.73761], [-1.53804, 2.96754, 3.00030], [-2.57468, 2.36590, 1.69088], [0.99320, -5.37379, -2.01028], [2.03443, -5.72119, -3.40498], [0.28147, -5.57037, -3.64144], [5.22870, 3.08190, 4.58493], [4.60262, 1.44014, 4.32703], [4.08531, 2.37738, 5.74799], [-1.73970, -6.11668, -2.33558], [-2.99811, -5.23629, -1.43122], [-3.45298, -6.42022, -2.66855], [-1.59176, -0.50628, 1.00756], [0.15233, -0.22641, 1.09510], [-0.77011, 0.41751, -0.27768], [-3.55064, -2.44466, -1.67578], [-2.78866, -3.11664, -0.21291], [-3.16824, -1.38659, -0.33730], [-0.39719, -2.54909, 0.34578], [0.59508, -1.61771, -0.77168], [-1.48944, -1.10659, -2.11925], [-0.84607, -4.04104, -1.71378]],
  "atomic_forces_ev_per_a": [[0.1, 0.1, -0.1], [0.4, 0.1, 0.3], [0.0, -0.3, 0.0], [-0.1, 0.1, 0.1], [1.4, -0.8, -0.5], [0.1, 1.3, -0.6], [-0.6, -2.5, 1.5], [0.8, 2.3, -1.3], [0.0, -0.5, 0.1], [-0.6, -0.2, -0.2], [-0.5, 0.5, -0.4], [-0.2, 0.0, -0.1], [1.0, -0.5, 0.8], [-0.1, 0.4, -0.3], [-0.5, -1.3, 0.5], [-1.8, 0.4, 0.9], [0.2, 0.2, 0.0], [-0.1, 0.3, 0.0], [-0.2, 0.1, -0.2], [0.2, 0.4, -0.1], [0.0, -0.5, -0.2], [0.4, 0.2, -0.5], [-0.1, 0.3, -0.4], [0.0, -0.2, 0.5], [0.3, 0.1, -0.3], [0.3, 0.2, 0.1], [-0.1, 0.0, 0.0], [0.0, 0.1, -0.1], [-0.1, -0.1, 0.0], [-0.1, -0.1, 0.0], [0.0, 0.0, 0.0], [0.1, 0.1, 0.0], [-0.1, 0.0, -0.1], [0.0, 0.1, 0.0], [0.1, 0.1, -0.1], [0.2, 0.4, -0.2], [-0.2, -0.2, 0.1], [-0.1, 0.2, 0.0], [-0.2, -0.2, 0.1], [-0.1, -0.1, 0.0], [0.0, 0.0, 0.2], [0.1, -0.1, -0.1], [-0.1, -0.1, 0.1], [0.0, -0.1, 0.0], [0.1, 0.2, 0.0], [0.0, 0.2, 0.0], [0.0, 0.1, 0.0], [0.0, 0.1, 0.1], [-0.1, -0.1, 0.0], [-0.1, 0.0, 0.1], [0.0, -0.1, 0.1], [0.0, -0.2, 0.0], [0.0, -0.2, -0.1], [0.0, 0.0, -0.2], [0.2, -0.1, 0.1]],
  "smiles": "CC[C@H](C)[C@H](NC(C)=O)C(=O)NC.C/C=C/c1ccc(O)c(OC)c1",
  "largest_force_ev_per_a": 2.9,
  "total_charge": 0,
  "de_lowest_kcal_mol": 54.08,
  "multiplicity": 1,
  "homo_energy_ha": -0.2833,
  "orbital_gap_ev": 8.17
}